Below is a molecular structure, C48H43AsCl2CrN5OS3, with properties calculated with ωB97M-V/def2-TZVPD.

Geometry as XYZ:
```
104
C48H43AsCl2CrN5OS3, DFT ωB97M-V/def2-TZVPD
Cr 0.01 -0.50 -0.12
N 2.02 -0.57 -0.51
S 3.27 0.14 -0.30
N 3.47 1.71 -0.79
S 3.03 2.97 -0.03
N 1.60 3.16 0.50
S 0.23 2.81 -0.36
N -0.13 1.45 -0.68
C 0.35 3.83 -1.81
C 0.39 5.22 -1.72
C 0.49 5.96 -2.89
C 0.54 5.31 -4.12
C 0.50 3.92 -4.19
C 0.40 3.17 -3.03
C -0.92 3.69 0.67
C -0.56 4.59 1.67
C -1.55 5.19 2.43
C -2.89 4.90 2.18
C -3.24 4.01 1.18
C -2.26 3.39 0.42
C 3.50 4.27 -1.14
C 3.54 5.56 -0.63
C 3.87 6.60 -1.48
C 4.13 6.35 -2.82
C 4.06 5.06 -3.31
C 3.75 4.00 -2.47
C 4.02 3.29 1.41
C 5.37 3.53 1.21
C 6.17 3.78 2.31
C 5.62 3.76 3.58
C 4.27 3.50 3.77
C 3.45 3.26 2.67
C 4.62 -0.57 -1.22
C 5.59 0.18 -1.87
C 6.60 -0.47 -2.55
C 6.65 -1.86 -2.56
C 5.68 -2.60 -1.90
C 4.66 -1.96 -1.23
C 3.88 0.12 1.38
C 5.24 0.19 1.67
C 5.64 0.15 3.00
C 4.70 0.03 4.01
C 3.35 -0.03 3.71
C 2.92 0.02 2.38
H 0.33 5.71 -0.76
H 0.51 7.04 -2.85
H 0.61 5.89 -5.03
H 0.53 3.43 -5.15
H 0.35 2.09 -3.04
H 0.49 4.80 1.85
H -1.28 5.88 3.21
H -3.66 5.36 2.78
H -4.28 3.77 1.00
H -2.51 2.67 -0.35
H 3.33 5.75 0.42
H 3.92 7.61 -1.09
H 4.38 7.17 -3.48
H 4.25 4.86 -4.36
H 3.69 2.98 -2.84
H 5.78 3.54 0.21
H 7.22 3.98 2.17
H 6.25 3.95 4.44
H 3.85 3.48 4.76
H 2.39 3.06 2.79
H 5.54 1.26 -1.85
H 7.36 0.10 -3.07
H 7.45 -2.37 -3.09
H 5.72 -3.68 -1.92
H 3.89 -2.52 -0.71
H 5.97 0.27 0.88
H 6.70 0.19 3.23
H 5.02 -0.02 5.04
H 2.61 -0.12 4.49
H 1.86 -0.02 2.16
Cl -0.10 1.67 4.43
C -1.45 1.26 3.42
C -2.72 1.76 3.74
C -3.80 1.48 2.95
Cl -5.36 2.14 3.37
C -3.65 0.73 1.77
C -4.68 0.46 0.85
C -4.41 -0.22 -0.30
C -3.09 -0.63 -0.56
N -2.11 -0.41 0.29
C -2.36 0.24 1.45
C -1.22 0.44 2.32
O -0.10 -0.11 2.03
H -2.83 2.38 4.62
H -5.69 0.80 1.06
H -5.18 -0.44 -1.03
H -2.84 -1.15 -1.48
C -1.28 -4.11 1.00
As 0.21 -3.05 0.35
C 1.47 -3.23 1.81
C 1.00 -4.25 -0.97
H -0.94 -5.10 1.32
H -2.03 -4.22 0.22
H -1.73 -3.59 1.85
H 1.66 -4.28 2.04
H 1.05 -2.72 2.68
H 2.40 -2.73 1.54
H 1.33 -5.18 -0.50
H 1.84 -3.74 -1.43
H 0.27 -4.47 -1.74
```

**Expectation value of S²**: 6.01
**Calculated total energy**: -206773.5126 eV
**Total charge**: +1
**E_HOMO (alpha / beta)**: -8.93 / -9.16 eV
**Kohn-Sham gap (alpha / beta)**: 6.711 / 6.949 eV
**2S+1**: 5
**ΔE to the lowest compared entry with this formula, charge and spin**: 0.0 kcal/mol
**E_LUMO (alpha / beta)**: -0.08144 / -0.08138 hartree

Results of the Mulliken charge analysis, in e, for atoms 1 through 99: -0.036 -0.361 1.289 0.328 0.948 0.533 1.424 -0.403 0.101 -0.410 -0.854 -0.616 -0.870 -0.410 0.544 -0.108 -0.855 -0.874 -0.772 -0.578 0.638 -1.111 -0.821 -0.640 -0.847 -0.388 0.695 -1.032 -0.802 -0.663 -0.801 -0.289 0.025 -0.135 -0.834 -0.558 -0.796 -0.201 0.319 -0.358 -0.813 -0.825 -0.937 0.291 0.452 0.472 0.435 0.469 0.513 0.370 0.454 0.432 0.572 0.615 0.466 0.459 0.444 0.484 0.505 0.427 0.457 0.436 0.500 0.432 0.280 0.459 0.394 0.448 0.330 0.479 0.472 0.423 0.568 0.183 -0.237 0.748 -0.624 0.904 -0.223 -0.102 -0.919 -0.815 -0.753 0.547 0.844 -1.666 0.070 0.521 0.497 0.442 0.548 -1.205 0.766 -0.967 -1.065 0.401 0.393 0.345 0.584